1.
An isolated ion of composition C5H12O2PS2 and charge -1 at a distorted geometry. Source: the Open Molecules 2025 dataset; level of theory: ωB97M-V with the def2-TZVPD basis set.

Geometry as XYZ:
```
22
Properties=species:S:1:pos:R:3:mulliken_charge:R:1
C -2.61656 -2.03465 -0.72089 -1.225
C -1.98102 -0.72913 -1.12937 -0.327
P -2.06399 0.20938 0.43977 0.742
O -1.05841 -0.36832 1.31120 -0.693
O -3.44397 0.53485 0.84753 -0.730
S -1.20333 2.12566 -0.37420 -0.333
S 0.89371 1.17533 -1.29928 -0.240
C 1.67358 0.53920 0.26708 0.534
C 2.80122 -0.48086 0.23845 -1.279
C 2.06906 1.94679 0.86590 -1.393
H -2.48448 -2.14058 0.38589 0.314
H -3.75016 -2.02867 -1.05804 0.197
H -2.14680 -2.82154 -1.13819 0.431
H -2.43720 -0.34035 -1.97847 0.490
H -0.96923 -1.01047 -1.31370 0.234
H 0.97803 0.25378 0.99529 0.148
H 3.60589 -0.20556 -0.60790 0.228
H 3.17776 -0.44830 1.16963 0.430
H 2.27282 -1.38681 -0.02384 0.326
H 2.97488 2.46220 0.45891 0.340
H 2.38410 2.01104 1.84444 0.478
H 1.32409 2.73700 0.81976 0.329
```

Calculated values
Spin multiplicity: 1
HOMO: -0.1747 Ha
Structure (SMILES): CC[P@](=O)([O-])SSC(C)C
LUMO energy: 2.8 eV
Orbital gap: 7.56 eV
Net charge: -1

=====

2.
A 2-piece molecular cluster, C5H12O3 overall at a distorted geometry. Source: the Open Molecules 2025 dataset; level of theory: ωB97M-V with the def2-TZVPD basis set.

Geometry as XYZ:
```
20
Properties=species:S:1:pos:R:3:mulliken_charge:R:1
C -0.33063 -0.48606 1.55454 -0.512
O 0.31113 -1.65053 1.03429 -0.551
C -0.61554 0.62928 0.51994 -0.587
C -0.51334 0.23345 -0.98483 -0.995
C -1.90539 0.32276 -1.65140 -0.671
C -3.00400 -0.43239 -0.96961 -0.460
O -3.53873 -0.10040 0.14270 -0.698
H 0.41087 -0.08671 2.23821 0.323
H -1.24871 -0.74330 2.08768 0.183
H -0.31530 -2.07781 0.43085 0.321
H 0.11651 1.41847 0.66978 0.560
H -1.63007 0.98878 0.68674 0.327
H -0.11937 -0.76901 -1.06420 0.404
H 0.11858 0.99446 -1.45350 0.294
H -1.82826 -0.02327 -2.68601 0.394
H -2.11228 1.40838 -1.67594 0.312
H -3.48918 -1.19814 -1.60109 0.357
H 6.95453 1.99528 0.57489 0.323
H 7.15084 0.88420 -0.50261 0.324
O 7.45511 1.21178 0.34442 -0.648
```

Calculated values
Spin multiplicity: 2
HOMO (alpha / beta): 0.0048 / -0.1302 Ha
LUMO energy (alpha / beta): 2.7 / 2.6 eV
⟨S²⟩: 0.7533
Orbital gap (alpha / beta): 2.52 / 6.18 eV
Net charge: -1

=====

3.
A 3-piece molecular cluster, C5H12O3 overall at a distorted geometry. Source: the Open Molecules 2025 dataset; level of theory: ωB97M-V with the def2-TZVPD basis set.

Geometry as XYZ:
```
20
Properties=species:S:1:pos:R:3:mulliken_charge:R:1
C 1.60138 2.08891 1.96552 -1.150
C 1.20536 0.90036 1.13802 0.022
C -0.03042 0.59261 0.78641 -0.459
C -0.42406 -0.49206 -0.12632 -0.560
C -1.27597 -0.43612 -1.14616 0.098
O -1.53964 -1.52350 -1.94682 -0.477
H 2.59192 1.97840 2.40536 0.332
H 1.68836 2.94409 1.28509 0.261
H 0.94079 2.40258 2.78028 0.329
H 2.06584 0.34602 0.77778 0.330
H -0.88079 1.15216 1.17632 0.343
H 0.00282 -1.46389 0.09322 0.268
H -1.54394 0.42446 -1.71988 0.363
H -1.22388 -2.33939 -1.53688 0.299
O -1.86328 4.36500 -1.59200 -0.628
H -2.37493 5.09869 -1.22371 0.322
H -1.59556 3.91938 -0.77479 0.307
O 2.10094 -5.18881 0.83515 -0.638
H 1.70007 -5.46332 1.67250 0.321
H 2.74055 -5.89271 0.67666 0.318
```

Calculated values
Spin multiplicity: 1
HOMO: -0.3030 Ha
Structure (SMILES): C/C=C/C=C/O.O.O
LUMO energy: 0.8 eV
Orbital gap: 9.00 eV

=====

4.
A 2-piece molecular cluster, C5H12O3 overall at a distorted geometry. Source: the Open Molecules 2025 dataset; level of theory: ωB97M-V with the def2-TZVPD basis set.

Geometry as XYZ:
```
20
Properties=species:S:1:pos:R:3:mulliken_charge:R:1
C 0.91244 1.39765 -0.59230 -1.489
C 0.31982 -0.17628 1.48305 -1.466
C 1.86181 -0.89368 -0.34651 -1.747
C -0.45429 -0.65938 -0.90158 -0.147
C 0.66485 -0.05260 -0.07199 1.855
O -1.28981 -1.48649 -0.53746 -0.688
O -3.07020 0.05706 0.49070 -0.220
O -2.22446 1.11876 -0.02601 -0.558
H -0.16715 1.84731 -0.52666 0.257
H 1.24437 1.48182 -1.64043 0.382
H 1.51549 1.93684 0.08164 0.431
H 1.18547 0.38318 2.03117 0.426
H 0.22648 -1.18207 1.82371 0.346
H -0.64451 0.59603 1.72213 0.269
H 2.17937 -0.66840 -1.37181 0.387
H 2.72577 -0.71011 0.36992 0.341
H 1.50780 -1.88030 -0.22346 0.482
H -0.36408 -0.26189 -1.95060 0.338
H -2.44365 -0.62223 0.41748 0.375
H -3.68554 -0.22522 -0.23101 0.424
```

Calculated values
Spin multiplicity: 1
HOMO: -0.3455 Ha
LUMO energy: 0.5 eV
Orbital gap: 9.92 eV

=====

5.
A 2-piece molecular cluster, C5H12O3 overall at a distorted geometry. Source: the Open Molecules 2025 dataset; level of theory: ωB97M-V with the def2-TZVPD basis set.

Geometry as XYZ:
```
20
Properties=species:S:1:pos:R:3:mulliken_charge:R:1
C 1.08820 -1.91318 0.69531 -1.364
C 1.35592 -1.05358 -0.55264 0.740
C 2.62729 -0.22614 -0.42892 -1.652
C 0.15871 -0.12817 -0.82425 -0.708
C -0.33603 0.77536 0.25197 0.543
O -1.37135 1.40461 0.25838 -0.690
O 0.51024 0.95027 1.29486 -0.427
H 0.92462 -2.97167 0.50463 0.349
H 1.98208 -1.92966 1.33509 0.334
H 0.41341 -1.48227 1.43218 0.313
H 1.49421 -1.73128 -1.39451 0.443
H 3.56915 -0.77885 -0.45781 0.413
H 2.74493 0.45286 -1.28547 0.399
H 2.68214 0.44609 0.42404 0.330
H -0.70820 -0.67810 -1.18924 0.299
H 0.51454 0.55857 -1.59623 0.289
H 0.20311 1.68157 1.84947 0.351
O -3.79737 0.57674 -0.68840 -0.629
H -3.04561 0.81037 -0.10333 0.380
H -3.49192 -0.34797 -0.73218 0.285
```

Calculated values
Spin multiplicity: 1
HOMO: -0.3886 Ha
Structure (SMILES): CC(C)CC(=O)O.O
LUMO energy: 0.5 eV
Orbital gap: 11.10 eV

=====

6.
C5H12O3 as an isolated structure at a distorted geometry. Source: the Open Molecules 2025 dataset; level of theory: ωB97M-V with the def2-TZVPD basis set.

Geometry as XYZ:
```
20
Properties=species:S:1:pos:R:3:mulliken_charge:R:1
C -0.43948 1.03024 -0.55930 0.994
C 0.96508 1.41723 -0.74840 -1.139
C -1.35740 0.75512 -1.70695 -1.365
O -0.98541 1.39814 0.59959 -0.472
H -1.79684 0.89393 0.78418 0.410
H -0.15071 -0.55970 -0.23488 -0.045
H -1.75292 1.70482 -2.08570 0.410
H 1.57007 0.47860 -0.67610 0.325
H 1.13000 1.88929 -1.71602 0.363
H 1.32308 2.05338 0.05924 0.331
H -0.82686 0.26071 -2.51847 0.344
H -2.20406 0.13709 -1.39955 0.391
C 0.04085 -1.50845 0.45425 0.039
C -0.41516 -1.41165 1.73132 -1.064
O 1.83467 -1.29491 0.17718 -0.454
O 2.38866 -0.76592 1.37811 -0.346
H 1.93291 -1.30371 2.05849 0.353
H -0.05901 -2.42814 -0.10956 0.251
H -0.35072 -0.48008 2.27906 0.455
H -0.84675 -2.26600 2.23350 0.216
```

Calculated values
Spin multiplicity: 1
HOMO (alpha / beta): -0.2646 / -0.2649 Ha
LUMO energy (alpha / beta): -0.6 / -0.6 eV
Orbital gap (alpha / beta): 6.58 / 6.60 eV

=====

7.
A 3-piece molecular cluster, C5H12O3 overall at a distorted geometry. Source: the Open Molecules 2025 dataset; level of theory: ωB97M-V with the def2-TZVPD basis set.

Geometry as XYZ:
```
20
Properties=species:S:1:pos:R:3:mulliken_charge:R:1
C -2.64252 -1.17711 -0.62851 -1.049
C -1.42169 -0.67556 0.11422 -0.062
C -0.73204 0.40514 -0.29118 -0.296
C 0.61765 0.73682 0.21052 -0.404
C 1.36877 1.56361 -0.48277 -0.008
O 2.52045 2.14606 -0.06592 -0.486
H -2.40776 -2.03019 -1.23004 0.292
H -3.44201 -1.31830 0.10515 0.291
H -2.84795 -0.43973 -1.43486 0.274
H -1.15685 -1.15440 1.03753 0.332
H -1.18045 0.99540 -1.08374 0.270
H 0.73950 0.41391 1.24773 0.219
H 1.19064 2.01896 -1.47019 0.330
H 2.70596 1.97186 0.86264 0.293
O -0.42194 -2.41180 6.11375 -0.635
H -0.71355 -2.60846 7.00876 0.318
H -0.69886 -1.49404 6.03987 0.316
O 2.69405 1.08493 -4.98875 -0.630
H 3.06547 0.27115 -5.34189 0.317
H 2.76314 1.70175 -5.72231 0.316
```

Calculated values
Spin multiplicity: 1
HOMO: -0.2881 Ha
Structure (SMILES): C/C=C/C=C/O.O.O
LUMO energy: 0.8 eV
Orbital gap: 8.67 eV

=====

8.
C5H12O3Pt as an isolated structure at a distorted geometry. Source: the Open Molecules 2025 dataset; level of theory: ωB97M-V with the def2-TZVPD basis set.

Geometry as XYZ:
```
21
Properties=species:S:1:pos:R:3:mulliken_charge:R:1
H -4.09486 0.92059 0.93349 0.049
C 3.21169 0.06610 0.40713 -0.250
O 2.91578 1.33703 -0.08091 -0.471
C 2.14584 -0.94901 0.01003 -0.556
O 0.85361 -0.36808 0.30263 -0.337
C -0.23518 -1.26827 0.11165 -0.417
C -1.53258 -0.48693 0.08424 -0.481
O -1.31919 0.63635 -0.72346 -0.336
C -2.38424 1.55654 -0.69792 -0.984
Pt 0.98855 1.45785 -0.09904 0.933
H 3.29539 0.06734 1.51204 0.312
H 4.17313 -0.31354 0.01588 0.352
H 2.24529 -1.88502 0.57715 0.340
H 2.18014 -1.16732 -1.06930 0.345
H -0.25298 -1.97974 0.94888 0.358
H -0.09282 -1.82539 -0.82678 0.340
H -1.82322 -0.17326 1.10462 0.370
H -2.34152 -1.12020 -0.32131 0.373
H -2.13249 2.39686 -1.39395 0.261
H -3.30358 1.09853 -1.10079 0.393
H -2.49679 1.99956 0.30572 0.407
```

Calculated values
Spin multiplicity: 4
HOMO (alpha / beta): -0.4762 / -0.5234 Ha
LUMO energy (alpha / beta): -4.5 / -6.3 eV
⟨S²⟩: 3.7597
Orbital gap (alpha / beta): 8.50 / 7.92 eV
Net charge: +1